Run A
Entry from the Open Molecules 2025 dataset: 12 unconnected molecules or ions with the total composition H24O12 (ωB97M-V/def2-TZVPD).

Calculated values
highest occupied orbital energy	-10.4906	eV
SMILES string	O.O.O.O.O.O.O.O.O.O.O.O

Element x y z (Å)
1 O 1.47 1.78 1.27
2 H 2.00 2.53 1.04
3 H 0.80 2.14 1.89
4 O 3.11 0.04 2.37
5 H 2.49 0.61 1.88
6 H 3.49 0.64 2.99
7 O -3.03 1.37 0.33
8 H -3.51 1.02 -0.46
9 H -3.72 1.43 0.94
10 O 4.13 1.07 -0.37
11 H 4.55 1.41 0.41
12 H 3.54 0.37 -0.14
13 O -3.49 -0.33 -1.95
14 H -2.95 -1.00 -1.62
15 H -3.43 -0.39 -2.87
16 O 2.40 -1.18 -0.35
17 H 2.42 -1.37 -1.31
18 H 3.12 -1.79 -0.03
19 O -2.43 -2.21 -0.47
20 H -1.99 -2.71 -1.17
21 H -1.71 -1.94 0.07
22 O -0.74 -1.86 -2.84
23 H -0.54 -1.09 -2.35
24 H -1.13 -1.62 -3.64
25 O -0.04 2.68 -1.07
26 H 0.20 2.43 -0.23
27 H 0.61 2.31 -1.69
28 O -0.31 -0.19 -0.70
29 H -0.80 0.64 -0.67
30 H 0.57 0.01 -0.34
31 O 0.36 -2.07 1.51
32 H 1.06 -1.72 0.98
33 H -0.10 -1.28 1.78
34 O -1.98 -0.25 2.31
35 H -2.24 0.44 2.99
36 H -2.17 0.10 1.48

Run B
Entry from the Open Molecules 2025 dataset: 12 unconnected molecules or ions with the total composition H24O12 (ωB97M-V/def2-TZVPD).

Calculated values
highest occupied orbital energy	-10.8018	eV
SMILES string	O.O.O.O.O.O.O.O.O.O.O.O

Element x y z (Å)
1 O 2.76 0.51 1.14
2 H 2.34 0.44 0.34
3 H 3.64 0.70 0.74
4 O 4.04 0.67 -1.30
5 H 3.47 0.42 -2.06
6 H 3.78 1.60 -1.26
7 O 0.86 3.27 1.20
8 H 0.39 4.02 0.67
9 H -0.03 2.93 1.57
10 O -1.62 -2.85 -2.27
11 H -1.77 -2.18 -2.97
12 H -1.63 -2.37 -1.42
13 O 1.93 -1.59 4.11
14 H 1.02 -1.65 3.90
15 H 2.54 -1.16 3.57
16 O 0.51 -1.39 -3.36
17 H 0.20 -2.02 -2.69
18 H 1.05 -2.00 -3.87
19 O -3.40 0.18 1.58
20 H -4.30 0.27 1.17
21 H -3.81 -0.09 2.45
22 O 0.04 -0.39 0.66
23 H 0.20 0.17 1.45
24 H -0.74 -0.30 0.30
25 O -2.46 -1.75 -0.29
26 H -1.87 -1.62 0.51
27 H -3.31 -1.99 -0.01
28 O -1.89 3.64 0.75
29 H -1.63 2.76 0.38
30 H -2.90 3.55 0.89
31 O -1.70 2.12 -2.21
32 H -1.68 1.26 -2.56
33 H -0.85 2.56 -2.40
34 O 2.63 -2.73 0.53
35 H 2.28 -1.92 0.85
36 H 1.92 -3.10 -0.05

Run C
Entry from the Open Molecules 2025 dataset: 12 unconnected molecules or ions with the total composition H24O12 (ωB97M-V/def2-TZVPD).

Calculated values
highest occupied orbital energy	-10.2319	eV
SMILES string	O.O.O.O.O.O.O.O.O.O.O.O

Element x y z (Å)
1 O 13.04 12.57 -13.34
2 H 12.56 11.76 -13.45
3 H 13.38 12.72 -14.25
4 O 15.46 5.64 -13.53
5 H 15.19 6.15 -12.80
6 H 15.63 6.27 -14.20
7 O 15.40 7.64 -11.59
8 H 15.60 6.97 -10.88
9 H 16.05 8.37 -11.52
10 O 13.09 8.87 -12.24
11 H 13.96 8.50 -12.03
12 H 13.18 9.62 -12.79
13 O 13.85 10.24 -15.30
14 H 14.58 10.27 -14.66
15 H 14.42 10.15 -16.08
16 O 12.43 7.95 -15.84
17 H 12.80 8.81 -15.52
18 H 12.89 7.33 -15.27
19 O 11.79 7.59 -9.72
20 H 11.20 8.34 -9.98
21 H 11.76 7.03 -10.55
22 O 14.01 8.87 -9.10
23 H 13.26 8.31 -9.42
24 H 14.52 9.02 -9.87
25 O 16.04 9.96 -13.53
26 H 16.03 9.20 -14.10
27 H 16.52 10.64 -13.97
28 O 13.51 11.61 -10.62
29 H 13.17 10.92 -11.09
30 H 12.66 12.04 -10.33
31 O 10.99 10.61 -13.28
32 H 10.60 9.73 -13.28
33 H 10.18 11.20 -13.28
34 O 14.98 5.35 -10.40
35 H 14.18 5.89 -10.61
36 H 15.33 5.66 -9.59

Computed energies relative to the best structure, in hartree: run A 0.0000; run B 0.0855; run C 0.0378

Run A
Entry from the Open Molecules 2025 dataset: 12 unconnected molecules or ions with the total composition H24O12 (ωB97M-V/def2-TZVPD).

Calculated values
highest occupied orbital energy	-9.5827	eV
SMILES string	O.O.O.O.O.O.O.O.O.O.O.O

Element x y z (Å)
1 O 0.07 0.28 -0.60
2 H -0.36 0.36 0.28
3 H -0.27 -0.54 -0.97
4 O 2.34 0.36 2.92
5 H 2.51 -0.37 2.29
6 H 2.73 0.05 3.75
7 O 3.07 -1.95 1.51
8 H 3.31 -2.08 0.58
9 H 2.69 -2.79 1.79
10 O -2.69 -2.13 -0.10
11 H -2.26 -2.99 -0.17
12 H -3.42 -2.26 0.51
13 O 1.64 3.09 1.61
14 H 1.19 3.10 0.75
15 H 1.63 2.17 1.93
16 O -1.96 -1.82 2.65
17 H -2.02 -1.52 1.73
18 H -2.13 -2.77 2.61
19 O -1.41 1.16 1.57
20 H -1.64 0.69 2.38
21 H -1.45 2.10 1.80
22 O 1.52 1.50 -2.74
23 H 1.57 0.74 -3.33
24 H 1.23 1.13 -1.89
25 O 3.16 -3.09 -1.21
26 H 3.33 -4.03 -1.34
27 H 3.59 -2.66 -1.96
28 O -3.09 -0.55 -2.42
29 H -2.72 -0.88 -3.24
30 H -2.88 -1.23 -1.76
31 O -2.05 2.26 -2.10
32 H -1.65 2.08 -2.96
33 H -1.99 1.42 -1.62
34 O -0.21 3.83 -0.53
35 H -1.02 4.32 -0.69
36 H -0.37 3.00 -1.03

Run B
Entry from the Open Molecules 2025 dataset: 12 unconnected molecules or ions with the total composition H24O12 (ωB97M-V/def2-TZVPD).

Calculated values
highest occupied orbital energy	-10.2391	eV
SMILES string	O.O.O.O.O.O.O.O.O.O.O.O

Element x y z (Å)
1 O -0.75 -0.16 1.36
2 H -0.30 -0.39 0.51
3 H -0.19 -0.40 2.10
4 O -2.46 -1.57 -4.17
5 H -3.16 -0.97 -4.06
6 H -2.16 -1.57 -3.23
7 O -1.22 2.28 -1.12
8 H -0.98 2.92 -1.83
9 H -1.79 1.65 -1.40
10 O 1.25 2.10 -0.02
11 H 0.58 1.72 -0.63
12 H 1.48 2.80 -0.59
13 O 1.06 -2.68 -3.10
14 H 0.52 -2.65 -2.39
15 H 0.85 -3.48 -3.62
16 O 2.03 0.36 -2.21
17 H 1.44 1.02 -2.38
18 H 1.72 -0.43 -2.74
19 O 3.54 -2.77 2.95
20 H 3.35 -2.04 2.30
21 H 3.15 -2.32 3.66
22 O -4.94 0.76 2.61
23 H -5.26 1.67 2.55
24 H -4.03 0.83 3.00
25 O -1.13 -3.19 4.79
26 H -1.10 -3.00 5.73
27 H -0.94 -2.34 4.25
28 O 1.24 2.68 2.22
29 H 1.38 3.65 2.12
30 H 1.84 2.22 1.72
31 O -2.51 0.36 -2.86
32 H -2.00 0.77 -3.64
33 H -3.10 1.12 -2.62
34 O 4.26 0.01 -0.01
35 H 4.74 0.32 0.82
36 H 3.59 0.70 -0.08

Run C
Entry from the Open Molecules 2025 dataset: 12 unconnected molecules or ions with the total composition H24O12 (ωB97M-V/def2-TZVPD).

Calculated values
highest occupied orbital energy	-10.0540	eV
SMILES string	O.O.O.O.O.O.O.O.O.O.O.O

Element x y z (Å)
1 O -0.85 -1.84 2.47
2 H -1.33 -1.54 3.20
3 H -1.54 -2.11 1.81
4 O 1.99 -0.69 2.18
5 H 1.36 -1.08 1.56
6 H 1.69 -1.19 3.05
7 O -0.02 2.42 1.80
8 H 0.16 2.79 2.73
9 H 0.75 2.12 1.48
10 O 0.25 -0.16 -0.20
11 H -0.61 -0.24 0.11
12 H 0.21 0.61 -0.81
13 O 0.67 1.20 -2.60
14 H 0.32 2.15 -2.32
15 H 1.32 1.45 -3.32
16 O 2.47 1.88 1.59
17 H 2.79 1.57 0.75
18 H 2.03 1.01 1.84
19 O 3.42 -1.61 -1.70
20 H 3.52 -0.99 -2.40
21 H 2.49 -1.68 -1.44
22 O -2.10 0.68 1.11
23 H -2.91 0.59 1.64
24 H -1.60 1.39 1.56
25 O -1.71 0.29 -3.49
26 H -2.10 -0.16 -2.92
27 H -0.75 0.51 -3.25
28 O -2.72 -2.56 0.84
29 H -2.34 -3.34 0.94
30 H -2.47 -2.49 -0.09
31 O -1.45 2.74 -0.68
32 H -1.57 1.84 -0.29
33 H -2.20 3.39 -0.34
34 O 1.17 -2.27 -1.87
35 H 0.91 -1.62 -1.34
36 H 0.71 -3.08 -1.61

Run D
Entry from the Open Molecules 2025 dataset: a molecular structure, H24O12 (ωB97M-V/def2-TZVPD).

Calculated values
highest occupied orbital energy	-8.3875	eV

Element x y z (Å)
1 H -0.18 1.15 -1.22
2 H 0.96 0.15 -0.74
3 H -1.08 1.73 -2.63
4 H -1.04 0.44 -3.22
5 H -1.90 -0.52 2.63
6 H -2.74 0.21 3.69
7 H -1.46 -0.65 -0.97
8 H -0.05 -1.07 -1.58
9 H -2.61 2.67 0.40
10 H -2.41 4.03 -0.37
11 H 4.33 3.20 -0.74
12 H 3.16 3.93 -1.07
13 H -3.12 -0.87 -0.95
14 H -3.06 -0.40 0.61
15 H 1.23 -2.56 0.68
16 H 2.89 -2.71 0.61
17 H 3.46 0.16 1.01
18 H 3.85 -0.81 2.02
19 H -1.71 -2.49 -1.65
20 H -0.88 -2.78 -0.46
21 H 2.93 -2.24 -1.68
22 H 2.35 -1.17 -1.05
23 H 0.16 1.37 1.83
24 H -0.77 0.89 2.88
25 O -0.02 0.34 -0.80
26 O -1.63 0.90 -2.69
27 O -2.62 -0.67 3.35
28 O -0.94 -0.75 -1.81
29 O -2.01 3.20 -0.02
30 O 3.34 3.08 -0.77
31 O -3.63 -0.74 -0.16
32 O 2.08 -2.08 0.73
33 O 4.21 -0.43 1.26
34 O -1.80 -2.78 -0.72
35 O 2.88 -1.94 -0.83
36 O -0.16 1.66 2.70

Computed energies relative to the best structure, in hartree: run A 0.0000; run B 0.1300; run C 0.1148; run D 0.4463

Run A
Entry from the Open Molecules 2025 dataset: a gas-phase ion, C3HO4 (charge -1) (ωB97M-V/def2-TZVPD).

Calculated values
highest occupied orbital energy	-4.4218	eV
SMILES string	O=C([O-])[C@@H]1OC1=O
total charge	-1

Element x y z (Å)
1 O -1.60 -2.35 0.84
2 C -1.45 -1.37 0.09
3 O -2.00 -0.66 -0.75
4 C 0.07 -0.72 0.46
5 O 0.92 -0.07 -0.63
6 C 1.31 -1.24 0.02
7 O 2.20 -2.03 0.04
8 H 0.08 -0.01 1.35

Run B
Entry from the Open Molecules 2025 dataset: 2 unconnected molecules or ions with the total composition C3HO4 (ωB97M-V/def2-TZVPD).

Calculated values
highest occupied orbital energy	-2.6090	eV
total charge	-1

Element x y z (Å)
1 C 0.60 -0.15 -1.93
2 C 0.06 0.09 2.20
3 C -0.30 -0.09 -0.97
4 O 0.92 0.84 2.14
5 O 1.04 0.29 -2.98
6 O -0.71 -0.61 2.71
7 O -0.38 -0.48 0.29
8 H -1.22 0.11 -1.46

Computed energies relative to the best structure, in hartree: run A 0.0000; run B 0.0307